i | ORCA calculation (the ωB97M-V functional and the def2-TZVPD basis) on C2H3N3O3 in the gas phase.

XYZ file:
```
11
C2H3N3O3 the ωB97M-V functional and the def2-TZVPD basis
O 2.848 -0.078 0.243
H 2.262 0.763 0.268
H -2.544 0.486 1.073
O -0.498 -1.563 -0.580
N -1.530 -1.260 0.286
H -0.710 2.011 -0.495
N -0.992 0.860 -0.504
C 0.590 -0.704 -0.328
O 0.538 0.560 -0.296
N 1.790 -1.111 -0.066
C -1.752 0.034 0.400
```

The calculation puts the HOMO energy at -9.47 eV. The molar mass comes out at 117.06 g/mol. As for the multiplicity: 1. For the HOMO-LUMO gap, the calculation gives 9.173 eV. As for the SMILES: O/N=C1/ON=CNO1.


ii | ORCA calculation (the ωB97M-V functional and the def2-TZVPD basis) on C2H3N3O3 in the gas phase.

XYZ file:
```
11
C2H3N3O3 the ωB97M-V functional and the def2-TZVPD basis
H -1.383 1.808 -0.136
O 1.447 0.841 0.141
O -2.153 -0.033 0.140
H 3.036 -0.052 -0.395
C 1.973 -0.297 -0.119
N 1.090 -1.346 -0.009
C -0.083 -0.702 0.089
N 0.225 0.694 0.473
H -2.826 -0.683 0.765
N -1.252 -1.050 -0.292
O -0.620 1.296 -0.438
```

The calculation puts the HOMO energy at -9.09 eV. The molar mass comes out at 117.06 g/mol. As for the multiplicity: 1. For the HOMO-LUMO gap, the calculation gives 9.239 eV. As for the SMILES: O/N=c1/ncon1O.


Most stable: ii (next structure +14.2 kJ/mol)


i | ORCA calculation (the ωB97M-V functional and the def2-TZVPD basis) on C2H3N3O3 in the gas phase.

XYZ file:
```
11
C2H3N3O3 the ωB97M-V functional and the def2-TZVPD basis
H 1.327 -0.488 1.419
H 2.600 -0.685 0.145
C 1.674 -0.262 0.399
H 1.779 0.896 0.357
N -0.402 -0.106 -0.529
O -2.249 0.864 -0.070
O 0.736 -0.884 -0.504
O -1.555 -1.036 1.270
N -1.756 1.235 -1.310
N -0.658 0.689 -1.538
C -1.497 -0.222 0.359
```

The calculation puts the HOMO energy at -10.60 eV. The molar mass comes out at 117.06 g/mol. As for the multiplicity: 1. For the HOMO-LUMO gap, the calculation gives 11.302 eV. As for the SMILES: COn1nnoc1=O.


ii | ORCA calculation (the ωB97M-V functional and the def2-TZVPD basis) on a molecular structure, C2H3N3O3.

XYZ file:
```
11
C2H3N3O3 the ωB97M-V functional and the def2-TZVPD basis
O 2.102 -1.430 -0.079
C 1.136 1.015 -0.110
H 2.293 -1.577 1.078
N -2.238 0.077 -0.310
N 1.244 -0.506 -0.550
H -2.542 1.140 0.361
H -2.937 -0.806 0.591
N -0.238 1.282 -0.061
C -0.842 0.062 -0.293
O 2.165 1.753 -0.264
O -0.144 -1.007 -0.363
```

The calculation puts the HOMO energy at -9.95 eV. The molar mass comes out at 117.06 g/mol. As for the multiplicity: 1. For the HOMO-LUMO gap, the calculation gives 8.970 eV.


Most stable: i (next structure +262.9 kJ/mol)